No. 1
This record from OMol25 describes a molecular structure, C20H39F6N4O4PTi. The level of theory is ωB97M-V with the def2-TZVPD basis set.

Structure (XYZ):
```
75
Properties=species:S:1:pos:R:3:forces:R:3
Ti -0.131338 0.644839 -0.214929 -0.238 0.885 -1.635
C 3.101548 0.974217 3.019353 0.032 -0.023 0.059
C 1.663326 0.861821 2.524876 -0.030 -0.041 -0.126
C 1.055536 -0.457631 3.059400 -0.050 0.048 -0.127
C -0.477862 -0.648762 3.210850 0.057 -0.054 -0.051
C -1.165909 0.454010 3.997372 -0.021 0.045 -0.005
C -0.760958 -2.010623 3.824528 0.004 0.028 0.046
N -0.985320 -0.652733 1.755583 -0.329 -0.316 -0.118
C -2.399204 -0.943304 1.306087 0.171 0.051 -0.047
C -2.490231 -1.070731 -0.235943 -0.046 0.271 -0.010
N -2.019782 0.124724 -1.012300 -0.639 -0.178 0.475
C -2.851668 1.345768 -0.788744 0.226 0.329 -0.339
C -2.031204 2.597383 -1.147628 0.857 -0.144 -0.147
O -2.584819 3.642293 -1.337325 -0.134 0.158 -0.030
O -0.724849 2.380253 -1.246427 -0.507 -0.567 0.055
C -1.907527 -0.100277 -2.517712 0.076 0.009 0.061
C -3.078758 -0.924342 -3.035084 -0.005 -0.059 -0.030
C -0.575952 -0.711968 -2.989871 0.040 -0.013 0.170
C 0.693113 0.167399 -3.162606 -0.059 -0.020 0.210
C 0.414476 1.342586 -4.097372 0.006 0.042 -0.018
C 1.773347 -0.711948 -3.776416 0.002 -0.094 -0.037
N 1.156462 0.765814 -1.822286 0.719 0.353 -0.190
C 2.558817 0.592728 -1.323614 -0.150 -0.063 0.190
C 2.699139 0.507577 0.231180 -0.052 0.186 -0.061
N 1.589819 1.131456 1.018368 0.298 0.111 -0.042
C 1.437453 2.610590 0.863220 0.049 -0.252 0.332
C 0.026169 2.950648 1.364702 -0.285 -0.518 -0.076
O -0.241981 3.977130 1.901750 -0.102 0.202 0.064
O -0.846991 1.926864 1.191042 0.683 -0.200 0.286
H 3.099648 1.059905 4.105413 0.022 -0.010 -0.006
H 3.600118 1.860071 2.625812 -0.012 -0.007 0.005
H 3.690206 0.094425 2.753317 -0.009 0.021 0.009
H 1.102935 1.680048 2.976680 -0.030 0.019 -0.024
H 1.441542 -0.549442 4.076409 0.016 -0.028 -0.004
H 1.466536 -1.310495 2.514362 0.003 -0.020 -0.013
H -0.692832 0.518554 4.977962 -0.027 -0.001 -0.005
H -2.218157 0.215114 4.159934 0.012 0.004 -0.006
H -1.107374 1.429552 3.517857 0.025 -0.007 0.002
H -0.299338 -2.041287 4.811561 -0.030 -0.027 -0.003
H -0.349094 -2.824564 3.231493 0.046 -0.032 -0.032
H -1.831301 -2.171155 3.961553 0.019 0.011 -0.016
H -0.777993 0.344742 1.513222 -0.439 0.191 1.214
H -0.389273 -1.338492 1.284828 0.084 -0.057 -0.095
H -3.043522 -0.166604 1.709709 0.005 0.046 -0.006
H -2.689831 -1.902586 1.727146 -0.019 -0.013 0.046
H -3.534051 -1.292718 -0.465336 -0.044 0.014 0.054
H -1.901918 -1.932016 -0.552565 0.044 0.005 -0.028
H -3.144141 1.456919 0.252088 -0.055 -0.154 0.022
H -3.733424 1.401222 -1.428334 -0.133 -0.415 0.111
H -1.987416 0.900742 -2.936803 -0.002 0.043 0.028
H -2.959869 -1.985334 -2.805063 -0.017 0.022 -0.006
H -3.129315 -0.823657 -4.118614 -0.002 -0.028 0.007
H -4.032038 -0.579627 -2.632699 0.005 0.009 -0.012
H -0.778580 -1.092940 -3.993232 -0.007 -0.006 0.000
H -0.336303 -1.594293 -2.397267 -0.028 0.077 -0.077
H -0.022037 0.979907 -5.028729 0.019 0.007 -0.001
H 1.346231 1.855676 -4.345203 -0.011 -0.001 0.005
H -0.264381 2.070397 -3.653134 -0.012 -0.012 0.004
H 1.413974 -1.057476 -4.746047 0.035 -0.004 -0.002
H 1.993106 -1.592266 -3.172861 -0.028 0.057 -0.046
H 2.693821 -0.153511 -3.952171 -0.021 0.001 0.003
H 1.002973 1.769510 -1.934530 0.090 -0.141 -0.147
H 3.172824 1.412416 -1.691972 -0.016 0.038 -0.081
H 2.973195 -0.331799 -1.711520 -0.004 -0.003 -0.016
H 3.662030 0.952090 0.486265 -0.006 0.043 0.042
H 2.734061 -0.538662 0.522587 -0.025 0.002 0.044
H 1.534427 2.922408 -0.175903 -0.011 -0.047 -0.038
H 2.159626 3.171831 1.457370 0.072 -0.021 -0.015
F 0.592557 -1.388880 -0.310577 -0.056 0.256 0.135
P 1.080913 -3.213080 -0.221569 -0.003 -0.122 0.025
F 1.450181 -4.719197 -0.104913 -0.002 0.104 -0.032
F 2.160941 -2.835396 -1.311632 0.050 -0.028 -0.003
F -0.018112 -3.412644 -1.346562 -0.049 -0.065 -0.097
F 2.073855 -2.735062 0.929448 0.075 0.033 0.061
F -0.100231 -3.278091 0.882144 -0.095 0.070 0.133
```
Forces are in eV/Å.

Energy: -84236.0289 eV
Max |F|: 0.03645 hartree/bohr
Molar mass: 592.39 g/mol
Expectation value of S²: 0.753
HOMO (spin up / spin down): -0.4354 / -0.4555 Ha
Multiplicity: 2
Charge: +1
Gap between HOMO and LUMO (spin up / spin down): 8.6 / 9.6 eV

No. 2
This record from OMol25 describes 2 unconnected molecules or ions with the total composition C13H20BN2O3. The level of theory is ωB97M-V with the def2-TZVPD basis set.

Structure (XYZ):
```
39
Properties=species:S:1:pos:R:3:forces:R:3
C 4.699203 -2.178087 1.166776 -0.686 0.516 -0.164
C 4.338005 -0.870036 1.882787 0.381 -0.137 -0.450
O 2.948574 -0.780157 2.182151 -0.010 0.209 0.402
C 2.189573 -0.408841 1.069862 -0.201 -0.401 0.198
C 0.731648 -0.272124 1.533503 0.487 0.022 -0.430
N -0.158265 -1.086928 0.696213 0.234 0.466 0.750
C -0.672144 -0.726543 -0.519005 -0.724 -0.945 -0.595
C -1.398315 -1.797976 -0.944370 -0.030 0.719 -0.308
N -1.321159 -2.776250 0.005841 0.438 -0.481 1.124
B -1.967482 -4.141704 0.016121 -0.552 -0.417 -0.569
O -3.108207 -4.277943 -0.713219 0.302 0.081 0.482
O -1.402218 -5.184666 0.663768 -0.141 0.452 0.173
C -0.543716 -2.313912 1.003406 -0.060 0.392 -0.729
H 4.858570 -1.993354 0.109748 0.297 -0.113 -0.150
H 5.557645 -2.662388 1.607524 0.176 -0.137 -0.002
H 3.830297 -2.829510 1.223397 0.052 -0.334 0.198
H 4.601638 -0.020928 1.251078 0.117 0.173 0.029
H 4.898196 -0.769411 2.802809 -0.219 0.011 0.337
H 2.529975 0.532499 0.637987 0.190 0.099 -0.064
H 2.248837 -1.192673 0.310103 0.000 0.034 -0.300
H 0.649113 -0.608862 2.558229 -0.028 -0.049 0.173
H 0.426176 0.762973 1.462475 -0.342 0.097 0.060
H -0.550919 0.204031 -1.037539 0.306 0.315 0.269
H -1.949142 -1.913258 -1.856286 -0.141 -0.144 -0.092
H -3.778136 -3.653796 -0.412134 -0.234 0.110 -0.545
H -1.275255 -5.071712 1.609722 0.377 -0.279 0.040
H -0.252096 -2.818412 1.902064 -0.013 -0.191 0.133
C -2.827654 2.956852 -1.173220 0.039 -0.080 0.025
C -3.372514 3.641838 -2.249505 0.003 -0.001 -0.022
C -2.722278 4.756838 -2.759054 0.006 -0.003 -0.003
C -1.526117 5.182502 -2.198091 -0.004 0.003 -0.008
C -0.979199 4.496545 -1.123203 0.032 -0.011 -0.003
C -1.632876 3.385368 -0.609745 0.021 -0.082 -0.023
H -3.337309 2.089930 -0.769707 -0.034 0.020 0.017
H -4.303283 3.309314 -2.689407 -0.017 0.010 0.006
H -3.148926 5.296059 -3.594009 -0.002 0.003 -0.011
H -1.020673 6.050965 -2.598349 0.002 0.012 0.001
H -0.047340 4.829986 -0.685622 -0.003 0.019 0.012
H -1.212224 2.853769 0.236901 -0.018 0.039 0.040
```
Forces are in eV/Å.

Energy: -23600.8339 eV
Max |F|: 0.02588 hartree/bohr
Molar mass: 263.13 g/mol
HOMO: -0.4294 Ha
Multiplicity: 1
Charge: +1
Gap between HOMO and LUMO: 8.3 eV

No. 3
This record from OMol25 describes a molecular structure, C16H20BrN5O2Os. The level of theory is ωB97M-V with the def2-TZVPD basis set.

Structure (XYZ):
```
45
Properties=species:S:1:pos:R:3:forces:R:3
Os 0.728507 -0.280642 0.290620 -0.662 -0.253 -0.069
O 0.094735 -2.154235 6.019805 -0.009 -0.045 0.083
C 0.333034 -1.628335 4.869677 0.071 0.117 -0.142
C 1.134917 -0.475469 4.644001 -0.040 -0.060 -0.075
C 1.302516 -0.006057 3.374463 0.028 -0.062 0.094
N 0.717219 -0.607765 2.293077 -0.061 -0.086 -0.086
C -0.023028 -1.713946 2.550960 0.032 -0.054 0.276
Br -0.651973 -2.347776 0.846008 0.237 0.681 -0.184
C -0.267789 -2.281228 3.747326 0.042 0.073 -0.103
H 0.506414 -1.716713 6.787944 -0.004 -0.011 0.007
H 1.619984 0.030910 5.469525 -0.018 0.012 0.012
H 1.912726 0.866537 3.178341 -0.007 0.001 0.002
H -0.871154 -3.170095 3.885838 -0.007 -0.007 0.015
N -1.412924 3.162767 0.541325 -0.061 -0.043 -0.011
C -0.377565 2.392521 0.677833 -0.049 0.072 0.007
N -0.668125 1.093752 0.293777 0.249 -0.343 -0.020
C -2.009011 1.111874 -0.124972 0.124 0.512 0.276
C -2.828872 0.124735 -0.637845 -0.258 -0.282 -0.165
C -4.130985 0.490793 -0.967462 -0.040 -0.054 -0.012
C -4.594495 1.794855 -0.790936 -0.351 -0.446 -0.220
C -3.779742 2.796503 -0.291715 0.378 0.400 0.210
C -2.497379 2.417091 0.033327 0.250 -0.065 0.032
H -1.429429 4.152887 0.780691 -0.011 0.015 -0.012
H 0.575493 2.734426 1.057585 0.017 -0.019 -0.001
H -2.490344 -0.891529 -0.770146 -0.069 -0.026 -0.088
H -4.805827 -0.254221 -1.366895 0.001 -0.015 0.005
H -5.615802 2.039570 -1.050405 -0.032 -0.051 -0.040
H -4.143451 3.809300 -0.180158 0.030 0.046 0.046
C 3.660333 -1.349460 0.809506 0.098 -0.080 -0.049
O 2.303276 -1.680561 0.318636 0.238 0.152 0.093
H 4.155763 -0.693213 0.096607 -0.013 -0.008 0.029
H 4.207913 -2.282427 0.925443 -0.017 0.036 0.000
H 3.533633 -0.875443 1.778254 0.015 0.003 -0.022
H 2.363942 -2.369920 -0.358531 -0.086 -0.065 0.024
C 0.511700 -1.205379 -4.983733 -0.048 -0.086 -0.110
N 1.175694 -0.208846 -4.102455 -0.020 -0.010 0.256
C 2.031170 0.816591 -4.760896 0.074 0.073 -0.087
C 1.037836 -0.240881 -2.846381 0.163 0.030 -0.105
N 0.922424 -0.252406 -1.668537 -0.175 -0.047 0.097
H -0.096904 -0.656145 -5.701978 0.010 -0.040 0.026
H -0.105305 -1.873133 -4.389236 0.003 -0.007 -0.029
H 1.291084 -1.762298 -5.504364 -0.040 0.009 0.015
H 1.406190 1.367856 -5.463253 0.033 -0.006 0.031
H 2.822258 0.291658 -5.297250 -0.024 0.039 0.025
H 2.451344 1.483518 -4.013418 0.008 0.002 -0.030
```
Forces are in eV/Å.

Energy: -100927.0983 eV
Max |F|: 0.01446 hartree/bohr
Molar mass: 584.50 g/mol
HOMO (spin up / spin down): -0.7665 / -0.7664 Ha
Multiplicity: 1
Charge: +4
Gap between HOMO and LUMO (spin up / spin down): 4.7 / 4.7 eV

The highest multiplicity belongs to which entry?
C20H39F6N4O4PTi

Which of these has the highest multiplicity?
C20H39F6N4O4PTi